# C3H9N2O

2 unconnected molecules or ions with the total composition C3H9N2O in a non-equilibrium geometry (ωB97M-V/def2-TZVPD, the OMol25 dataset).

Cartesian coordinates (Å):
C (1.84080, 0.52146, -0.87677)
C (-1.93345, -0.27532, -0.25259)
C (1.71132, -0.92543, -0.47845)
N (-1.28173, 0.51504, 0.91046)
N (1.26516, 0.28930, 0.32555)
O (2.00594, 1.49928, -1.55127)
H (-1.42092, -0.01144, 1.84121)
H (-0.95933, -0.87774, -0.59341)
H (-2.33876, 0.31149, -1.09053)
H (-2.52890, -1.06212, 0.12470)
H (2.75968, -1.27762, -0.14627)
H (0.88233, -1.52701, -0.93182)
H (-1.65160, 1.45985, 0.95220)
H (1.92641, 0.58947, 1.03614)
H (-0.27695, 0.77078, 0.73086)

Results
energy relative to the best compared isomer or geometry (same formula, charge and spin) = 89.0 kcal/mol
highest occupied orbital energy = -13.90 eV
E_tot = -8275.212 eV
molar mass = 89.12 g mol⁻¹
frontier orbital gap = 0.3792 Eh
net charge = +1
strongest force on any atom = 0.094 Eh/bohr
LUMO energy = -0.1317 Eh

Atomic partial charges in e from the natural (NBO) method, atoms 1 to 5: 0.68, -0.41, -0.34, -0.72, -0.72

# C3H9N2O

2 unconnected molecules or ions with the total composition C3H9N2O in a non-equilibrium geometry (ωB97M-V/def2-TZVPD, the OMol25 dataset).

Cartesian coordinates (Å):
C (2.99574, 0.37325, 0.78364)
C (-2.19877, 0.25303, -0.50955)
C (-2.11933, -0.75293, 0.63667)
N (2.54128, -0.26651, -0.23458)
N (-1.11071, 0.68300, -1.05767)
O (1.37619, -0.14531, -0.79062)
H (3.92563, 0.15541, 1.27480)
H (2.35835, 1.20908, 1.30652)
H (-3.09401, 0.59705, -0.82829)
H (-1.69187, -0.31504, 1.60833)
H (-1.49422, -1.59332, 0.32764)
H (-3.21978, -0.99222, 0.83605)
H (3.00137, -1.02868, -0.70433)
H (-0.15417, 0.37449, -0.86108)
H (-1.11570, 1.44870, -1.78755)

Results
energy relative to the best compared isomer or geometry (same formula, charge and spin) = 87.9 kcal/mol
highest occupied orbital energy = -13.37 eV
E_tot = -8275.263 eV
molar mass = 89.12 g mol⁻¹
frontier orbital gap = 0.3310 Eh
net charge = +1
strongest force on any atom = 0.105 Eh/bohr
LUMO energy = -0.1603 Eh

Atomic partial charges in e from the natural (NBO) method, atoms 1 to 5: -0.11, 0.33, -0.71, -0.05, -0.60

# C3H9N2O

A gas-phase ion, C3H9N2O (charge +1) in a non-equilibrium geometry (ωB97M-V/def2-TZVPD, the OMol25 dataset).

Cartesian coordinates (Å):
N (-1.90313, 0.93708, -0.58847)
C (-0.43117, 0.54589, -0.50746)
C (-0.35406, -0.42532, 0.66310)
N (0.86941, -0.78451, 1.05271)
C (1.92388, -0.78853, 0.09655)
O (-1.25939, -0.60462, 1.45024)
H (-2.08683, 2.00698, -1.04807)
H (-2.23364, 1.03813, 0.45750)
H (-2.60558, 0.26623, -1.04722)
H (-0.09768, 0.08269, -1.40057)
H (0.24925, 1.42045, -0.32732)
H (1.01020, -1.29292, 1.98123)
H (2.36069, 0.18655, -0.07743)
H (1.82186, -1.01961, -1.04681)
H (2.73618, -1.56852, 0.34202)

Results
energy relative to the best compared isomer or geometry (same formula, charge and spin) = 50.7 kcal/mol
highest occupied orbital energy = -13.90 eV
E_tot = -8276.875 eV
molar mass = 89.12 g mol⁻¹
structure (SMILES) = CNC(=O)C[NH3+]
frontier orbital gap = 0.3613 Eh
net charge = +1
strongest force on any atom = 0.086 Eh/bohr
LUMO energy = -0.1495 Eh

Atomic partial charges in e from the natural (NBO) method, atoms 1 to 5: -0.74, -0.32, 0.64, -0.59, -0.47

# C3H9N2O

A gas-phase ion, C3H9N2O (charge +1) in a non-equilibrium geometry (ωB97M-V/def2-TZVPD, the OMol25 dataset).

Cartesian coordinates (Å):
C (-0.29962, 1.76976, -0.00301)
C (0.05019, -0.09186, 0.14006)
C (1.48261, -0.44488, 0.18740)
N (-0.67535, -0.76810, -1.14527)
N (-0.75581, -0.56117, 1.19764)
O (-0.62765, 2.53165, -0.89459)
H (-0.12208, 2.13883, 1.04749)
H (1.78882, -1.57776, 0.23751)
H (1.91073, 0.16117, 0.96481)
H (1.84369, -0.03930, -0.80694)
H (-0.42803, -1.75688, -1.26427)
H (-1.66166, -0.61507, -1.07396)
H (-0.42907, -0.19547, 2.07658)
H (-0.30986, -0.10663, -1.77153)
H (-1.76691, -0.44429, 1.10808)

Results
energy relative to the best compared isomer or geometry (same formula, charge and spin) = 74.2 kcal/mol
highest occupied orbital energy = -13.76 eV
E_tot = -8275.854 eV
molar mass = 89.12 g mol⁻¹
structure (SMILES) = C[C@](N)([NH3+])C=O
frontier orbital gap = 0.3676 Eh
net charge = +1
strongest force on any atom = 0.074 Eh/bohr
LUMO energy = -0.1379 Eh

Atomic partial charges in e from the natural (NBO) method, atoms 1 to 5: 0.40, 0.27, -0.69, -0.71, -0.85

# C3H9N2O2

A gas-phase ion, C3H9N2O2 (charge +1) in a non-equilibrium geometry (ωB97M-V/def2-TZVPD, the OMol25 dataset).

Cartesian coordinates (Å):
C (-0.36178, 0.81157, 1.04497)
C (-0.36987, -0.57731, 0.42180)
C (0.96047, -0.46611, -0.47790)
N (0.69782, 1.08191, -0.95908)
N (-1.53410, -0.58166, -0.41091)
O (-0.32271, 1.60513, -0.14489)
O (2.02946, -0.61329, 0.23654)
H (-1.27143, 1.02263, 1.58617)
H (0.49481, 0.98562, 1.68100)
H (-0.22402, -1.40983, 1.14303)
H (0.94006, -0.94555, -1.48541)
H (1.48087, 1.71305, -0.87171)
H (-1.58883, 0.47497, -0.43473)
H (-2.38077, -1.01971, 0.01092)
H (-1.43608, -1.30250, -1.16470)
H (2.88612, -0.77892, -0.17510)

Results
energy relative to the best compared isomer or geometry (same formula, charge and spin) = 109.3 kcal/mol
highest occupied orbital energy = -13.49 eV
E_tot = -10322.114 eV
molar mass = 105.12 g mol⁻¹
structure (SMILES) = [NH3+][C@@H]1CON[C@H]1O
frontier orbital gap = 0.3643 Eh
net charge = +1
strongest force on any atom = 0.108 Eh/bohr
LUMO energy = -0.1315 Eh

Atomic partial charges in e from the natural (NBO) method, atoms 1 to 5: -0.12, -0.14, 0.25, -0.39, -0.72

# C3H9N2O2S

2 unconnected molecules or ions with the total composition C3H9N2O2S in a non-equilibrium geometry (ωB97M-V/def2-TZVPD, the OMol25 dataset).

Cartesian coordinates (Å):
N (0.53873, -0.34667, 1.79008)
C (0.88493, -0.27201, 0.37095)
C (0.43935, -1.37156, -0.44711)
S (0.74226, -2.96565, 0.19478)
C (0.46618, 1.20585, -0.14942)
N (0.12301, 2.16965, 0.75811)
O (0.49243, 1.37338, -1.33268)
H (1.02511, -1.04821, 2.22508)
H (-0.34326, -0.57369, 1.93574)
H (2.11319, -0.20833, 0.43128)
H (-0.66521, -1.36970, -0.56916)
H (1.00351, -1.21057, -1.40357)
H (0.24764, 1.83414, 1.74011)
H (-0.07981, 3.20573, 0.54899)
H (-2.17170, 0.16719, -1.39402)
H (-2.12721, -0.36560, -2.73383)
O (-2.68915, -0.22395, -1.96534)

Results
energy relative to the best compared isomer or geometry (same formula, charge and spin) = 56.9 kcal/mol
highest occupied orbital energy = -2.55 eV
E_tot = -21167.740 eV
molar mass = 137.18 g mol⁻¹
frontier orbital gap = 0.2235 Eh
net charge = -1
strongest force on any atom = 0.141 Eh/bohr
LUMO energy = 0.1300 Eh

Atomic partial charges in e from the natural (NBO) method, atoms 1 to 5: -0.87, -0.11, -0.61, -0.68, 0.67

# C3H9N2O3

2 unconnected molecules or ions with the total composition C3H9N2O3 in a non-equilibrium geometry (ωB97M-V/def2-TZVPD, the OMol25 dataset).

Cartesian coordinates (Å):
O (3.19145, -0.16280, 1.43677)
C (2.00819, -0.33024, 1.06632)
N (1.20298, -1.38027, 1.41609)
C (1.22468, 0.74306, 0.20703)
N (-0.08591, 0.22489, -0.29624)
C (-1.37059, 0.62620, 0.34907)
O (-2.30075, 0.81747, -0.58392)
H (0.18763, -1.41795, 1.01954)
H (1.55746, -2.19879, 1.90290)
H (1.95312, 1.14504, -0.59394)
H (1.31232, 1.60750, 0.90696)
H (-0.13440, 0.49994, -1.23395)
H (-1.33355, 1.47510, 1.21458)
H (-1.54558, -0.20962, 0.99117)
H (-2.11050, -0.87205, -1.98690)
H (-1.88905, 0.21475, -2.90236)
O (-1.86751, -0.78224, -2.91312)

Results
energy relative to the best compared isomer or geometry (same formula, charge and spin) = 54.7 kcal/mol
highest occupied orbital energy = -3.37 eV
E_tot = -12379.751 eV
molar mass = 121.12 g mol⁻¹
frontier orbital gap = 0.2630 Eh
net charge = -1
strongest force on any atom = 0.068 Eh/bohr
LUMO energy = 0.1392 Eh

Atomic partial charges in e from the natural (NBO) method, atoms 1 to 5: -0.68, 0.67, -0.85, -0.33, -0.70

# C3H9N2OS

2 unconnected molecules or ions with the total composition C3H9N2OS in a non-equilibrium geometry (ωB97M-V/def2-TZVPD, the OMol25 dataset).

Cartesian coordinates (Å):
C (-1.97098, -1.99898, 1.13408)
C (-0.74390, -0.47710, -0.08708)
C (2.45852, 2.42561, -0.49022)
N (1.33971, 0.55466, -2.00495)
N (-1.37116, -0.91472, 1.13993)
O (-0.76697, 0.93422, -0.12865)
S (1.16351, 2.01992, -1.57419)
H (-2.35452, -2.43638, 2.14284)
H (-2.36194, -2.49723, 0.31061)
H (0.35781, -0.83239, -0.11404)
H (-1.14169, 1.19206, 0.76327)
H (-1.37840, -0.88056, -0.94341)
H (2.06956, 2.24212, 0.55581)
H (3.25647, 1.76901, -0.49246)
H (2.74866, 3.41696, -0.54324)
H (0.65137, 0.00729, -2.55036)

Results
energy relative to the best compared isomer or geometry (same formula, charge and spin) = 112.9 kcal/mol
highest occupied orbital energy = -13.33 eV
E_tot = -19109.046 eV
molar mass = 121.19 g mol⁻¹
frontier orbital gap = 0.2349 Eh
net charge = +1
strongest force on any atom = 0.085 Eh/bohr
LUMO energy = -0.2549 Eh

Atomic partial charges in e from the natural (NBO) method, atoms 1 to 5: 0.01, 0.05, -0.88, -0.73, -0.45